# 1
The following is a quantum chemistry calculation of a 10-piece molecular cluster, C20H62N2O14 overall, from the OMol25 dataset.

XYZ file:
```
98
Properties=species:S:1:pos:R:3
O -4.6821 9.5463 -0.6756
O -4.4804 13.2831 -5.5403
O -0.0152 8.1681 -10.6336
O 2.1301 7.8326 -0.6353
O -1.2455 10.8798 0.1294
O 2.5262 15.2364 -3.0473
O -5.9688 10.3060 -9.5464
O -6.9155 8.2957 -4.3592
O -1.1504 11.4700 -5.3566
O -3.2590 8.0471 -4.3883
O 1.3246 11.9945 -3.8803
O 1.9761 12.2007 -8.4791
O 2.4841 9.9281 -2.4491
O -2.2980 8.1457 0.1395
N -3.1088 11.5751 -7.5436
N -2.2024 8.4722 -7.5511
C -3.6962 12.0806 -9.8691
C -4.5694 7.7809 -4.9454
C -1.1260 8.5127 -0.6218
C 2.5235 7.5416 -1.9357
C -0.1608 7.2756 -7.7111
C 1.8553 8.6302 -2.8600
C -4.2459 11.5792 -8.4970
C -1.1684 8.4621 -9.8402
C -3.7640 13.8442 -4.4432
C 2.2495 12.0791 -7.0816
C -0.9212 8.5314 -8.2727
C -1.6300 10.9328 -4.0999
C -4.3162 10.7186 -1.2641
C -6.9979 11.2503 -9.3466
C -0.4606 9.6889 0.1586
C -4.9343 10.2231 -8.5125
C 1.0976 8.9257 -10.3980
C 1.2289 13.2801 -3.3713
C 2.5627 13.9849 -3.7909
C -5.5058 8.5842 -4.0910
H 0.1619 7.5905 -6.7188
H -3.8674 11.3502 -0.4975
H -6.7495 12.3116 -9.3510
H -0.3405 9.3422 1.1850
H 0.6347 6.9307 -8.3717
H -3.2164 13.0549 -9.7764
H -1.3179 10.7903 -6.0135
H -0.3090 9.4168 -8.1016
H -3.5806 13.1553 -3.6187
H -5.3716 13.0606 -5.2615
H -5.3282 9.6595 -4.0719
H 2.7058 14.2222 -4.8451
H 0.2605 13.7345 -3.5805
H -2.6433 10.5488 -4.2178
H 1.9532 8.4901 -3.9365
H 1.3282 11.9106 -6.5239
H 1.2351 13.2036 -2.2840
H -2.7980 7.7847 -7.9900
H -2.5515 12.3645 -7.8376
H -3.2796 11.7022 -6.5563
H -2.4982 9.4115 -7.7752
H -2.7040 8.2707 -5.1390
H 0.7784 8.7193 -2.7171
H -4.9196 12.3764 -8.1826
H -4.7818 6.7160 -4.8502
H -0.4009 7.6992 -0.6445
H 0.5523 11.7856 -4.4110
H 3.3169 13.3034 -3.3975
H 2.6087 8.6501 -0.4791
H 3.6134 7.5470 -1.9260
H 0.4649 9.8925 -0.3801
H 0.8359 9.9839 -10.3972
H -3.6048 10.3769 -2.0159
H 1.8739 15.8825 -3.3278
H -2.7748 14.0868 -4.8317
H -1.9908 7.6999 0.9323
H 2.2243 6.5233 -2.1840
H -4.5862 8.0255 -6.0075
H -3.9577 9.2476 -0.1211
H -5.3872 10.0475 -7.5367
H -7.4922 9.0604 -4.4245
H -4.3146 14.6605 -3.9756
H -0.7722 11.5682 0.6024
H -1.5884 9.3614 -10.2907
H 2.1673 10.6054 -3.0512
H -1.4199 8.6750 -1.6588
H -1.0720 10.0572 -3.7682
H -0.7812 6.4339 -7.4031
H -1.8513 7.6311 -10.0169
H -4.5186 12.1456 -10.5815
H -2.9476 11.4084 -10.2884
H -1.7385 11.5748 -3.2258
H -5.3302 8.3388 -3.0436
H -4.2597 9.3677 -8.5479
H 2.7998 11.1488 -6.9413
H -7.3779 11.0566 -8.3435
H 2.7405 12.3943 -9.0267
H -7.7378 11.0396 -10.1188
H 1.7868 8.6238 -11.1866
H 2.8447 12.9156 -6.7155
H -5.1086 11.1871 -1.8479
H 1.4573 8.6751 -9.4001
```

## Properties
- charge = 0
- LUMO level (eV) = 0.254
- energy above the lowest of the compared OMol25 structures with the same formula, charge and spin (kcal per mole) = 28.98
- gap between HOMO and LUMO (eV) = 9.55
- calculated total energy (Eh) = -1961.80974
- 2S+1 = 1
- SMILES string = COC[C@H](C)N.COC[C@H](C)N.OCCO.OCCO.OCCO.OCCO.CO.CO.CO.CO

***

# 2
The following is a quantum chemistry calculation of C4H5Cl2FO as an isolated structure, from the OMol25 dataset.

XYZ file:
```
13
Properties=species:S:1:pos:R:3
Cl -0.4125 0.4960 -1.9216
Cl 2.0576 -0.0108 0.5908
F -0.0058 -1.5834 1.2850
O -0.1071 2.0054 0.8878
C -0.6735 0.6744 0.8456
C -0.7544 -0.2988 -0.3672
C -1.9969 -1.1772 -0.5086
C 0.2951 -0.5144 0.6511
H 0.1965 2.0509 0.0285
H -1.5417 0.2564 1.4368
H -1.6749 -2.6419 -0.3362
H -2.6203 -0.9326 -1.7033
H -2.6391 -0.8787 0.8057
```

## Properties
- charge = 0
- LUMO level (eV) = 0.316
- energy above the lowest of the compared OMol25 structures with the same formula, charge and spin (kcal per mole) = 133.30
- gap between HOMO and LUMO (eV) = 10.36
- calculated total energy (Eh) = -1250.67351
- 2S+1 = 1

***

# 3
The following is a quantum chemistry calculation of a 2-piece molecular cluster, C20H25F6N6PS overall, from the OMol25 dataset.

XYZ file:
```
59
Properties=species:S:1:pos:R:3
S 2.0666 1.9481 3.0100
P -5.2134 1.7250 3.0911
F -5.7435 2.3454 1.6669
F -5.6321 2.2893 4.5708
F -3.9386 1.1414 2.2529
F -4.3269 3.1008 3.2400
F -6.7458 1.1584 2.9701
F -4.8617 0.3074 3.8542
N 1.4867 5.1650 -0.6095
N 2.1794 1.9962 1.3076
N 1.8995 -0.3493 0.7752
N -2.5997 -3.1197 -0.9866
N 1.8392 -0.9728 -0.4231
N 2.1406 1.1273 -0.8887
C 3.0429 0.3117 -3.7367
C 2.6459 5.8114 -0.4498
C 1.4186 3.9818 -0.0182
C 3.6954 5.2462 0.2985
C 3.6535 3.9724 0.9007
C 1.9563 -0.1025 -1.4452
C 0.4136 -0.9238 2.6226
C -2.5450 -2.2689 0.0757
C 2.0791 0.9626 0.4412
C 0.2366 -2.7047 -1.3283
C -3.5898 -2.7204 -1.8517
C -4.1368 -1.5452 -1.3130
C 1.7888 -1.1039 2.0119
C -0.7065 -0.5955 2.9385
C -0.3548 -3.9712 -0.6590
C 2.4073 3.3060 0.7156
C -3.4680 -1.2424 -0.0473
C 1.6685 -2.3985 -0.7727
C -1.7657 -4.2906 -1.2269
C 1.9026 -0.3735 -2.9245
H -1.8255 -2.4670 0.8761
H 4.4779 3.5483 1.4819
H -3.9144 -3.1830 -2.7844
H 0.3361 -2.8961 -2.4179
H 4.0224 0.0364 -3.3075
H -0.4301 -1.8297 -1.2295
H 2.9091 1.3994 -3.8477
H 3.3006 2.2694 3.5111
H 0.4524 3.4521 -0.1150
H 4.6138 5.8412 0.4213
H 0.9419 0.0221 -3.3197
H -4.9428 -0.9602 -1.7647
H -3.6118 -0.4054 0.6699
H 1.9038 -1.4437 -3.1886
H 2.7995 6.8063 -0.8911
H -1.7574 -0.2971 2.9416
H 1.8468 -3.1084 0.0511
H 1.9816 -2.1822 1.9189
H 2.4333 -2.6315 -1.5361
H -2.1825 -5.2284 -0.8135
H -0.4299 -3.8468 0.4408
H 2.5173 -0.7223 2.7509
H 3.0180 -0.1127 -4.7609
H 0.3065 -4.8493 -0.8264
H -1.6593 -4.4251 -2.3231
```

## Properties
- charge = 0
- LUMO level (eV) = -0.876
- gap between HOMO and LUMO (eV) = 7.38
- calculated total energy (Eh) = -2444.30207
- 2S+1 = 1

***

# 4
The following is a quantum chemistry calculation of C34H32CdGeN8S2 as an isolated structure, from the OMol25 dataset.

XYZ file:
```
78
Properties=species:S:1:pos:R:3
Cd 0.8033 -1.4311 0.8861
Ge -1.5633 0.1370 -1.0946
S 2.4720 -3.4802 -0.4397
S -2.1160 -2.7242 -0.2565
N 2.2587 -2.2460 2.7645
N 1.1703 0.6629 1.9269
N 3.0667 -0.9839 -1.2064
N 3.4038 -2.5227 -2.8367
N -3.8939 -2.8023 1.7412
N -0.4328 -2.6932 2.4844
N -1.7635 -2.8331 2.5243
N 2.5867 -0.4336 -0.0684
C 3.7211 1.7392 -0.6823
C 0.8235 2.3614 3.6104
C 0.0394 0.3262 -5.1250
C -0.4955 0.5344 -2.7521
C 1.7162 -3.3377 3.2853
C -3.5189 -0.0227 -1.5250
C 2.4783 -4.2416 4.0109
C 2.7892 0.9415 0.1773
C 1.7328 3.2309 2.9103
C -1.1130 2.4985 0.7487
C 2.1291 1.4757 1.2424
C 1.4583 1.6463 -3.7086
C 0.6031 1.1226 3.0388
C -1.1359 3.8524 1.0902
C -1.6908 4.7794 0.2166
C 0.2671 -3.5595 3.0870
C -2.1785 3.0014 -1.3407
C -5.4818 -0.7411 -2.7826
C -2.2167 4.3489 -1.0024
C -0.8432 -1.5754 -0.6055
C 3.5476 -2.0038 2.9367
C -6.3046 -0.5158 -1.6866
C -1.6293 2.0510 -0.4718
C -5.7441 -0.0235 -0.5103
C 4.3794 -2.8354 3.6746
C 1.1483 1.1522 -4.9726
C 2.9933 -2.2502 -1.4981
C -2.5347 -2.7635 1.4831
C 2.3540 2.8203 1.7795
C -0.7568 0.0132 -4.0231
C 3.8262 -3.9798 4.2123
C -4.3758 0.2195 -0.4412
C 0.6438 1.3453 -2.6176
C -4.1105 -0.4978 -2.6970
H 2.0107 -5.1360 4.4048
H -2.6517 5.0688 -1.6894
H -0.6645 1.7889 1.4402
H 3.5847 1.5146 -1.7470
H -1.5819 -0.6792 -4.1591
H 3.4301 -0.3909 -1.9414
H -6.3746 0.1666 0.3525
H -0.1155 0.4431 3.5006
H 4.4388 -4.6674 4.7820
H 1.9305 4.2286 3.2932
H 3.5280 2.8060 -0.5786
H 0.3152 2.6618 4.5169
H 2.3319 2.2775 -3.5742
H 5.4259 -2.5963 3.8022
H -0.7051 4.1690 2.0344
H 3.4218 -3.5264 -2.9378
H -0.1930 -4.4669 3.4734
H 3.9189 -1.1060 2.4495
H -3.4991 -0.6947 -3.5704
H -4.1402 -2.4840 2.6685
H -4.4244 -2.3616 1.0055
H -2.5800 2.6795 -2.2995
H 4.7877 1.5606 -0.4531
H 1.7699 1.4012 -5.8269
H 2.7127 -2.1645 -3.4876
H 3.0524 3.4845 1.2854
H -0.2056 -0.0773 -6.1033
H -7.3671 -0.7281 -1.7431
H -5.9060 -1.1199 -3.7064
H -1.7099 5.8331 0.4755
H 0.9022 1.7440 -1.6369
H -3.9558 0.6097 0.4834
```

## Properties
- charge = -2
- LUMO level (eV) = 4.514
- energy above the lowest of the compared OMol25 structures with the same formula, charge and spin (kcal per mole) = 0.00
- gap between HOMO and LUMO (eV) = 3.73
- calculated total energy (Eh) = -4793.76743
- 2S+1 = 1

***

# 5
The following is a quantum chemistry calculation of C27H36IO2P2SiW as an isolated structure, from the OMol25 dataset.

XYZ file:
```
70
Properties=species:S:1:pos:R:3
W 0.2219 0.6460 -0.7190
I -2.6534 4.4829 -2.9730
P -1.0750 -0.2953 -2.4180
P 0.1979 2.6030 0.7300
Si 0.3419 -1.2477 0.7142
O 3.0438 1.0403 -1.9993
O -1.2287 6.0705 -4.9871
C -2.5963 -0.6081 3.5942
C -0.5367 -0.9884 2.3840
C 4.3072 -2.3971 0.0258
C -0.1098 -5.9405 0.5883
C 2.2648 -1.4172 0.9140
C 0.1612 -1.0065 3.5870
C -1.8907 -0.6585 4.8027
C -3.5150 6.9159 -4.8553
C -0.2554 -5.2323 -0.6074
C 2.0011 2.8240 1.1707
C 3.0284 -0.6964 1.8371
C -2.3739 -1.4708 -1.8743
C 4.4182 -0.8533 1.8867
C -0.5199 -0.8530 4.8043
C 0.2186 -3.8705 1.7717
C -0.1530 -3.8368 -0.5973
C 5.0499 -1.7168 0.9933
C 1.9999 0.7828 -1.5058
C -0.2432 4.3246 0.2666
C -1.9228 -0.7784 2.3851
C 0.1415 -5.2653 1.7906
C 2.9218 -2.2328 -0.0190
C -0.5633 2.4447 2.3924
C 0.1935 -1.2920 -3.3846
C -2.3314 6.0212 -4.5060
C 0.0709 -3.1257 0.5898
C -1.8750 0.5931 -3.8119
H -3.1812 7.6262 -5.6320
H 2.0687 3.6018 1.9476
H -0.3472 -1.8870 -4.1402
H 6.1169 -1.8875 1.0637
H 0.2867 -5.8127 2.7317
H -4.3509 6.3117 -5.2412
H -0.4324 -5.7765 -1.5466
H 1.2352 -1.1659 3.6211
H 2.5462 0.0098 2.5212
H 2.5619 3.1481 0.2818
H -3.6734 -0.4573 3.6027
H -1.6493 2.3926 2.2605
H -2.4540 -0.7447 1.4292
H 0.8072 -1.9628 -2.7608
H -1.1268 1.2073 -4.3285
H -0.2190 -3.2970 -1.5345
H 5.0066 -0.3252 2.6358
H 2.3507 -2.7421 -0.7957
H 4.8015 -3.0856 -0.6713
H -2.2917 -0.1394 -4.5186
H -3.8507 7.4711 -3.9656
H -0.0472 4.9890 1.1193
H -0.1736 -7.0214 0.5938
H -3.1994 -0.8741 -1.4627
H 2.4573 1.8975 1.5492
H 0.8654 -0.5837 -3.8986
H -1.3018 4.3794 -0.0104
H -0.2372 1.5302 2.9043
H -2.7025 -1.9935 -2.7828
H 0.4182 -3.3759 2.7139
H -0.2986 3.3382 2.9767
H -2.4304 -0.5624 5.7457
H 0.3575 4.6647 -0.5856
H 0.0351 -0.9062 5.7454
H -2.6640 1.2489 -3.4270
H -2.0232 -2.1814 -1.1116
```

## Properties
- charge = +3
- LUMO level (alpha / beta) (eV) = -11.213 / -12.555
- energy above the lowest of the compared OMol25 structures with the same formula, charge and spin (kcal per mole) = 0.00
- gap between HOMO and LUMO (alpha / beta) (eV) = 4.63 / 3.28
- calculated total energy (Eh) = -2536.77625
- 2S+1 = 3
- <S²> = 2.084

***

# 6
The following is a quantum chemistry calculation of a 2-piece molecular cluster, C30H44ClI2N5O4S overall, from the OMol25 dataset.

XYZ file:
```
87
Properties=species:S:1:pos:R:3
I 4.0630 1.5639 2.4180
I 4.2055 -2.8766 -3.8464
Cl -3.0979 -2.7104 -4.4902
S 1.8334 -3.2658 -1.0145
O 5.0363 3.4671 -1.8080
O -11.6157 2.7732 -0.7887
O 6.2270 0.0071 -2.9979
O -5.8439 1.4835 1.1346
N 6.1862 1.8249 -0.2345
N -1.3799 -3.9113 -1.7545
N -9.4005 2.4528 -0.9639
N 1.9930 -1.0514 1.5445
N -0.4068 0.2886 2.8524
C 7.6305 1.5871 -0.5848
C -4.3917 -2.7191 -1.9883
C 2.4802 -1.8996 2.6911
C -8.0030 2.7210 -0.7217
C -2.5791 -2.1911 0.0374
C 6.2570 0.6905 -5.5350
C -0.6955 -0.7349 1.7475
C -10.4816 3.1335 -0.4851
C -1.2462 -2.8852 -0.6500
C 0.3055 -2.5078 -0.1811
C -10.2309 4.3166 0.4094
C 5.4266 -2.8208 4.5112
C 4.2178 -1.5227 -2.0852
C -2.2535 -1.0834 1.2475
C -4.4981 2.0201 0.8535
C 4.1084 0.3145 0.5816
C 5.2765 -0.2564 -1.9070
C -3.6213 -1.6799 -2.9938
C 5.4697 0.6704 -4.0776
C 5.8487 4.4163 0.4304
C 4.1362 -3.6223 3.8114
C 3.0069 -0.8909 0.4369
C 3.0987 -1.8367 -0.9249
C 0.6214 -1.4426 1.0457
C 3.7975 -2.8223 2.3818
C -3.4392 -0.2383 2.0462
C 5.2722 0.6781 -0.5631
C -3.2994 1.3800 1.7744
C -4.1364 -2.4669 -0.3900
C 5.6652 3.1704 -0.6688
H -4.1894 -3.8352 -2.3445
H -9.6554 5.0757 -0.1269
H 6.6598 5.1961 0.1091
H -2.2459 1.6564 1.3037
H 2.7972 -1.1438 3.5589
H -4.5151 -0.6710 1.8892
H -4.3375 -0.8438 -3.4549
H 8.0133 0.4799 -0.3854
H -2.2617 -4.4709 -1.5497
H 4.7988 4.9251 0.6832
H -5.5600 -2.5519 -2.1691
H 6.7330 1.7717 -5.7081
H -5.9043 1.2874 2.1185
H -7.5630 1.8338 -0.2602
H 5.0897 -1.8080 4.9937
H 0.2545 -0.1162 3.5600
H 7.7408 1.7349 -1.7648
H 5.2788 1.8112 -3.8084
H -3.1945 -0.3923 3.2046
H -9.6976 3.9987 1.3093
H -4.5232 -3.3935 0.2345
H 5.3963 0.6068 -6.3582
H -7.8496 3.5828 -0.0709
H -4.2538 1.9804 -0.3118
H 5.8314 -3.5100 5.3849
H -7.5212 2.9026 -1.6854
H 6.2832 -2.5887 3.7471
H -4.5405 3.1803 1.1131
H 6.1986 3.9270 1.4619
H -2.6277 -1.2230 -2.5781
H 4.7784 -2.2204 2.1321
H 7.0285 -0.1789 -5.6711
H 3.2256 -3.4647 4.5618
H -4.8294 -1.5453 -0.0840
H -9.6471 1.6706 -1.5578
H 0.1587 1.0613 2.3921
H 1.5721 -2.5209 3.1093
H 4.3966 0.2099 -4.2660
H 3.5099 -3.6358 1.5922
H -11.1859 4.7562 0.7111
H 8.3541 2.3840 -0.1078
H -0.6168 -4.6482 -1.6730
H 4.4129 -4.7480 3.6513
H -3.3354 1.9546 2.8143
```

## Properties
- charge = 0
- LUMO level (eV) = -0.523
- gap between HOMO and LUMO (eV) = 7.29
- calculated total energy (Eh) = -3197.17830
- 2S+1 = 1
- SMILES string = CCCCN1c2c(N)c(CCCO)c(CCCCl)c(N)c2Sc2c(I)c(OCC)c(N(C)C(C)=O)c(I)c21.CNC(C)=O

***

# 7
The following is a quantum chemistry calculation of C18H32IrN4S4 as an isolated structure, from the OMol25 dataset.

XYZ file:
```
59
Properties=species:S:1:pos:R:3
Ir -0.0845 -0.7120 -0.5196
S 1.9691 -0.6525 -1.5660
S 0.6682 2.0291 -2.5754
S 1.7203 0.4304 -3.3396
S -0.9740 1.0198 -1.7725
N 0.2475 1.5931 0.9594
N -0.9145 -0.5994 2.3085
N -0.7544 -2.3652 -0.5441
N 1.9715 -0.5290 1.8256
C -1.7917 0.5201 2.0606
C -1.3295 -5.9451 -0.9441
C 1.6521 -4.2306 0.1364
C -2.1960 -3.5859 -2.1549
C 1.4422 -0.9566 3.1011
C -0.7723 -4.7417 -0.5380
C 0.2988 -4.8181 0.5402
C -2.3035 -6.0080 -1.9292
C -2.7068 -4.8257 -2.5227
C -1.2266 -3.5147 -1.1175
C -1.5638 -1.7659 -3.7531
C -2.6959 -2.3774 -2.9243
C 0.0063 -0.4838 3.4149
C -1.0301 1.8003 1.6421
C 2.5059 0.8051 1.7015
C -3.4709 -1.3921 -2.0468
C 1.4336 1.8908 1.7511
C -0.1742 -4.2553 1.8830
H -1.3907 -1.4846 2.2487
H 2.4021 -4.4752 0.8956
H -3.4512 -4.8514 -3.3126
H 0.4631 -5.8904 0.6911
H 0.2400 2.0693 0.0682
H 1.8904 2.8364 1.4371
H 0.6057 -4.3734 2.6414
H -3.9092 -0.5989 -2.6571
H -1.1873 -2.5153 -4.4546
H 3.0014 0.8475 0.7300
H -1.6858 2.3735 0.9847
H -1.0720 -4.7729 2.2291
H 3.2529 1.0445 2.4815
H -3.4283 -2.7675 -3.6408
H -1.9088 -0.8991 -4.3217
H -2.4769 0.2257 1.2641
H 2.6354 -1.1977 1.4664
H -0.7368 -1.4393 -3.1266
H -2.4069 0.7856 2.9396
H 1.1321 2.0346 2.7914
H 1.9879 -4.6441 -0.8168
H -0.3977 -3.1955 1.7764
H 1.6021 -3.1492 0.0232
H -0.9739 -6.8608 -0.4820
H -0.8695 2.4171 2.5335
H -2.7250 -6.9565 -2.2390
H -2.8409 -0.9288 -1.2922
H 2.0684 -0.6361 3.9561
H -4.2793 -1.9189 -1.5318
H 0.0289 0.5603 3.7310
H 1.4468 -2.0479 3.0985
H -0.3314 -1.0472 4.2977
```

## Properties
- charge = -1
- LUMO level (eV) = 2.797
- energy above the lowest of the compared OMol25 structures with the same formula, charge and spin (kcal per mole) = 36.50
- gap between HOMO and LUMO (eV) = 6.07
- calculated total energy (Eh) = -2621.22100
- 2S+1 = 1